#A
Formula: C4H40N2O14
Source: the OMol25 dataset
Level of theory: wB97M-V/def2-TZVPD

Computed properties:
LUMO in eV: -0.01
Multiplicity: 1
Total charge: 0

Geometry (Å):
N -0.3156 -0.6269 -0.8133
C -1.0056 0.5638 -0.3183
C -0.9704 0.7400 1.2307
N 0.0105 1.5306 1.9884
C -0.6608 2.3457 3.0375
C 0.7381 2.5528 1.1488
H 0.5231 -0.5051 -1.3618
H -0.1543 -1.2612 -0.0329
H -2.0436 0.5512 -0.6714
H -0.6415 1.4977 -0.7679
H -0.7655 -0.2821 1.6438
H -1.9794 0.8626 1.6519
H 0.0919 2.8754 3.6033
H -1.3869 3.0479 2.6326
H -0.9462 1.6699 3.8364
H 1.8287 2.5405 1.2177
H 0.4178 3.5587 1.4663
H 0.5209 2.5208 0.1040
H -1.2174 2.0046 -5.3009
H -1.2891 0.6979 -4.4458
O -0.8944 1.5778 -4.5054
H 4.7619 0.0358 -1.1955
H 4.5549 1.4702 -1.5785
O 5.0137 0.6793 -1.8825
H 0.8868 -2.7268 2.1190
H 0.5856 -3.4625 0.8809
O 0.1745 -2.8062 1.4537
H 1.5750 -1.2282 -4.5250
H 1.0026 -0.3851 -5.6306
O 1.4200 -1.2394 -5.4820
H 3.2446 -0.3593 -3.3493
H 2.3093 0.8549 -2.8368
O 2.3616 -0.0886 -3.0813
H -3.4483 -0.5805 3.8181
H -3.3100 -1.9887 4.0950
O -3.1152 -1.1327 4.5396
H 2.3223 3.1124 -3.2581
H 0.9999 2.3862 -3.0029
O 1.9082 2.4882 -2.6523
H 0.9325 -1.0550 3.9726
H 1.6169 0.1100 3.2001
O 1.6541 -0.8453 3.3717
H -2.5600 3.1524 -2.0782
H -3.6516 2.0064 -1.7728
O -3.3072 2.6506 -2.3995
H 5.1799 -1.7679 -0.1927
H 3.7933 -1.9056 -1.0842
O 4.2797 -1.4787 -0.3769
H -3.8715 -3.2588 1.9291
H -2.6666 -3.1870 2.9201
O -3.6273 -3.1278 2.8539
H 2.9741 -1.9398 0.8310
H 2.8020 -1.9157 2.2778
O 2.6299 -2.5174 1.5391
H -2.1020 -2.1382 -0.5611
H -1.7863 -2.5373 0.9532
O -2.4699 -2.3804 0.3048
H -3.6931 -0.9724 0.3704
H -5.0723 -0.2620 -0.0507
O -4.1625 -0.1219 0.2170

How is the electron density shared among the atoms? According to Mulliken, the charges in e are: atom 1 (N): -0.46, atom 2 (C): 0.05, atom 3 (C): -0.28, atom 4 (N): 0.30, atom 5 (C): -1.40, atom 6 (C): -0.84, atom 7 (H): 0.13, atom 8 (H): 0.18, atom 9 (H): -0.23, atom 10 (H): 0.18, atom 11 (H): 0.13, atom 12 (H): 0.31, atom 13 (H): 0.51, atom 14 (H): 0.49, atom 15 (H): 0.32, atom 16 (H): 0.24, atom 17 (H): 0.29, atom 18 (H): 0.30, atom 19 (H): 0.27, atom 20 (H): 0.31, atom 21 (O): -0.54, atom 22 (H): 0.41, atom 23 (H): 0.32, atom 24 (O): -0.65, atom 25 (H): 0.30, atom 26 (H): 0.22, atom 27 (O): -0.50, atom 28 (H): 0.35, atom 29 (H): 0.30, atom 30 (O): -0.64, atom 31 (H): 0.30, atom 32 (H): 0.35, atom 33 (O): -0.62, atom 34 (H): 0.30, atom 35 (H): 0.41, atom 36 (O): -0.66, atom 37 (H): 0.28, atom 38 (H): 0.29, atom 39 (O): -0.66, atom 40 (H): 0.28, atom 41 (H): 0.28, atom 42 (O): -0.63, atom 43 (H): 0.29, atom 44 (H): 0.31, atom 45 (O): -0.62, atom 46 (H): 0.31, atom 47 (H): 0.34, atom 48 (O): -0.79, atom 49 (H): 0.31, atom 50 (H): 0.33, atom 51 (O): -0.71, atom 52 (H): 0.35, atom 53 (H): 0.34, atom 54 (O): -0.74, atom 55 (H): 0.29, atom 56 (H): 0.26, atom 57 (O): -0.63, atom 58 (H): 0.42, atom 59 (H): 0.27, atom 60 (O): -0.61

#B
Formula: C4H40N2O14
Source: the OMol25 dataset
Level of theory: wB97M-V/def2-TZVPD

Computed properties:
LUMO in eV: 0.21
Multiplicity: 1
Total charge: 0

Geometry (Å):
C 1.5413 -1.6293 2.5408
N 0.4477 -1.0604 1.7355
C 0.9699 -0.3820 0.5188
C -0.2031 -0.2530 -0.4879
N -0.8281 1.0852 -0.3346
C -1.9255 1.2902 -1.3031
H 2.0810 -2.4269 2.0264
H 1.1097 -2.1407 3.4077
H 2.2628 -0.8484 2.8710
H -0.0901 -0.3823 2.2787
H 1.4126 0.6492 0.7145
H 1.7424 -0.9937 0.0924
H 0.1872 -0.2873 -1.5332
H -0.8854 -1.0790 -0.3443
H -1.1715 1.2175 0.6195
H -2.4008 2.2924 -1.1824
H -1.5434 1.2633 -2.3085
H -2.7094 0.5443 -1.2448
H 3.4901 -0.9180 -2.1886
H 2.0598 -1.2350 -1.8825
O 2.5555 -0.5913 -2.2943
H -0.8578 1.4385 3.0554
H -2.1854 1.7950 2.5747
O -1.6961 1.0362 2.8382
H 0.6976 -3.3692 -1.1469
H 0.6618 -3.0356 0.3464
O 1.1720 -3.4812 -0.3678
H -0.8301 3.4189 2.6346
H -2.0293 4.4460 2.7269
O -1.6348 3.6985 2.2436
H -0.8341 4.1356 0.7005
H -0.3066 3.3058 -0.4369
O -0.2203 4.1312 -0.0219
H -1.5707 -1.7440 1.7354
H -2.2568 -0.5746 2.2922
O -2.4647 -1.4148 1.9490
H -4.6936 -1.6769 -0.0735
H -3.2852 -1.2852 0.5370
O -3.8484 -1.2791 -0.3257
H 1.1109 2.6275 3.9316
H 1.1996 2.5989 2.3566
O 0.5814 2.4612 3.1283
H 1.1532 -1.0922 -5.1113
H 1.4924 -0.5053 -3.7207
O 0.7759 -0.7569 -4.3043
H 2.3173 0.9936 -1.5871
H 1.0591 1.7731 -1.2100
O 2.0553 1.8243 -1.1868
H 2.8332 -3.0847 -0.6705
H 4.2995 -3.1694 -0.3527
O 3.7013 -2.7404 -0.9325
H -1.1451 -2.7088 -2.4937
H 0.1740 -2.0597 -3.2494
O -0.1132 -2.6456 -2.5649
H 2.2589 2.5380 0.3844
H 1.3553 3.8064 0.6959
O 2.0358 3.2080 1.1224
H -3.0813 -2.1039 -1.6065
H -3.2036 -2.0707 -3.1599
O -2.7803 -2.5532 -2.4315

How is the electron density shared among the atoms? According to Mulliken, the charges in e are: atom 1 (C): -1.13, atom 2 (N): -0.08, atom 3 (C): -0.53, atom 4 (C): -0.11, atom 5 (N): 0.65, atom 6 (C): -0.95, atom 7 (H): 0.28, atom 8 (H): 0.43, atom 9 (H): 0.30, atom 10 (H): 0.25, atom 11 (H): -0.03, atom 12 (H): 0.53, atom 13 (H): -0.06, atom 14 (H): 0.11, atom 15 (H): -0.10, atom 16 (H): 0.29, atom 17 (H): 0.40, atom 18 (H): 0.24, atom 19 (H): 0.36, atom 20 (H): 0.17, atom 21 (O): -0.80, atom 22 (H): 0.28, atom 23 (H): 0.34, atom 24 (O): -0.74, atom 25 (H): 0.38, atom 26 (H): 0.35, atom 27 (O): -0.79, atom 28 (H): 0.46, atom 29 (H): 0.27, atom 30 (O): -0.72, atom 31 (H): 0.42, atom 32 (H): 0.36, atom 33 (O): -0.85, atom 34 (H): 0.44, atom 35 (H): 0.42, atom 36 (O): -0.78, atom 37 (H): 0.28, atom 38 (H): 0.43, atom 39 (O): -0.74, atom 40 (H): 0.23, atom 41 (H): 0.44, atom 42 (O): -0.69, atom 43 (H): 0.29, atom 44 (H): 0.39, atom 45 (O): -0.71, atom 46 (H): 0.53, atom 47 (H): 0.21, atom 48 (O): -0.74, atom 49 (H): 0.38, atom 50 (H): 0.30, atom 51 (O): -0.62, atom 52 (H): 0.45, atom 53 (H): 0.33, atom 54 (O): -0.76, atom 55 (H): 0.32, atom 56 (H): 0.46, atom 57 (O): -0.83, atom 58 (H): 0.38, atom 59 (H): 0.33, atom 60 (O): -0.74

Of them, #B has the highest stability.

#A
Formula: C8H12NO
Source: the OMol25 dataset
Level of theory: wB97M-V/def2-TZVPD

Computed properties:
LUMO (spin up / spin down) in eV: -6.40 / -6.40
Multiplicity: 1
Total charge: +1
SMILES: CC1=C2[C@@H](C[N+]2=O)[C@H](C)C1

Geometry (Å):
C 0.4627 -0.6910 1.1367
C 0.2815 0.6429 0.9329
C -0.2976 -1.3560 0.0271
C 0.4451 2.2354 -0.4172
C -0.4999 1.0172 -0.2858
C -0.4531 -0.2891 -1.1005
C 1.2598 -1.3905 2.1387
C -1.6787 -0.5005 -1.9730
N 1.0564 1.8915 0.8646
O 1.9300 2.3712 1.5136
H 0.2014 -2.2639 -0.3103
H -1.2885 -1.6533 0.3900
H 1.1694 2.1722 -1.2315
H -0.0069 3.2298 -0.4263
H -1.5324 1.3112 -0.0966
H 0.4455 -0.3147 -1.7233
H 2.2396 -1.6507 1.7201
H 0.7896 -2.3357 2.4099
H 1.4264 -0.7766 3.0217
H -2.5867 -0.5383 -1.3725
H -1.5900 -1.4292 -2.5332
H -1.7737 0.3181 -2.6852

How is the electron density shared among the atoms? According to Mulliken, the charges in e are: atom 1 (C): 0.52, atom 2 (C): -0.26, atom 3 (C): -0.72, atom 4 (C): -0.63, atom 5 (C): 0.14, atom 6 (C): 0.25, atom 7 (C): -1.36, atom 8 (C): -1.63, atom 9 (N): 0.65, atom 10 (O): -0.43, atom 11 (H): 0.43, atom 12 (H): 0.36, atom 13 (H): 0.32, atom 14 (H): 0.32, atom 15 (H): 0.36, atom 16 (H): 0.35, atom 17 (H): 0.34, atom 18 (H): 0.39, atom 19 (H): 0.41, atom 20 (H): 0.39, atom 21 (H): 0.40, atom 22 (H): 0.39

#B
Formula: C8H12NO
Source: the OMol25 dataset
Level of theory: wB97M-V/def2-TZVPD

Computed properties:
LUMO in eV: -3.06
Multiplicity: 1
Total charge: +1
SMILES: C/C=C1/C[C@@]2(C)[C@H]3[N@@H+]1[C@]32O

Geometry (Å):
C -0.6052 0.1710 -0.7686
C -1.4852 -0.0303 -1.7025
C 0.8613 0.3581 -0.7916
C 0.1662 0.9203 1.3696
C 1.2865 0.3088 0.6182
C 0.3616 -0.6424 1.3985
C -2.9808 -0.2775 -1.5929
C 2.7376 0.3332 0.8322
N -0.8204 0.0522 0.6627
O 0.4898 -1.5422 2.3499
H -0.9659 -0.1033 -2.6869
H 1.4695 -0.4350 -1.3989
H 1.1613 1.4010 -1.2217
H 0.0656 1.7551 1.9883
H -3.1357 -1.1994 -1.1630
H -3.4964 -0.2112 -2.6691
H -3.5776 0.5334 -0.9616
H 3.1709 0.9387 0.0970
H 3.2665 -0.5731 0.6653
H 3.1726 0.7768 1.7556
H -1.7589 -0.0258 0.9966
H 0.6166 -2.5083 2.2227

How is the electron density shared among the atoms? According to Mulliken, the charges in e are: atom 1 (C): -0.03, atom 2 (C): -0.03, atom 3 (C): -0.53, atom 4 (C): -0.89, atom 5 (C): 1.03, atom 6 (C): 0.31, atom 7 (C): -1.17, atom 8 (C): -1.62, atom 9 (N): 0.03, atom 10 (O): -0.49, atom 11 (H): 0.35, atom 12 (H): 0.34, atom 13 (H): 0.31, atom 14 (H): 0.42, atom 15 (H): 0.37, atom 16 (H): 0.30, atom 17 (H): 0.32, atom 18 (H): 0.47, atom 19 (H): 0.38, atom 20 (H): 0.38, atom 21 (H): 0.36, atom 22 (H): 0.39

Of them, #A has the highest stability.

#A
Formula: C3H10NO3S
Source: the OMol25 dataset
Level of theory: wB97M-V/def2-TZVPD

Computed properties:
LUMO in eV: 3.56
Multiplicity: 1
Total charge: -1

Geometry (Å):
C 0.0222 -1.2147 -1.1935
C 1.0348 -1.4588 -0.0521
S 0.2142 -2.4744 1.3059
C 0.0444 0.2364 -1.6128
N -1.1306 0.7339 -2.1399
O 0.9625 1.0206 -1.4460
H -0.9871 -1.4903 -0.8609
H 0.2795 -1.8902 -2.0177
H 1.3154 -0.4797 0.3405
H 1.9152 -2.0330 -0.2910
H -1.3002 1.7087 -2.3148
H -1.9257 0.1410 -2.2875
H -0.0233 2.5814 1.0585
H -0.5274 1.8353 2.3013
O -0.8255 2.3479 1.5169
H 0.9230 -0.0202 2.1399
H -0.4349 0.0604 2.6911
O 0.4436 0.3956 2.8621

How is the electron density shared among the atoms? According to Mulliken, the charges in e are: atom 1 (C): -0.54, atom 2 (C): -0.65, atom 3 (S): -0.67, atom 4 (C): 0.54, atom 5 (N): -0.38, atom 6 (O): -0.64, atom 7 (H): 0.34, atom 8 (H): 0.24, atom 9 (H): 0.18, atom 10 (H): 0.28, atom 11 (H): 0.21, atom 12 (H): 0.18, atom 13 (H): 0.29, atom 14 (H): 0.41, atom 15 (O): -0.67, atom 16 (H): 0.27, atom 17 (H): 0.35, atom 18 (O): -0.74

#B
Formula: C3H10NO3S
Source: the OMol25 dataset
Level of theory: wB97M-V/def2-TZVPD

Computed properties:
LUMO in eV: 3.46
Multiplicity: 1
Total charge: -1

Geometry (Å):
C -0.3280 -1.5501 -0.3677
C -0.3726 -1.3928 1.1539
S -2.0375 -0.9874 1.7866
C 0.8061 -0.8477 -1.0786
N 0.6470 -0.4896 -2.3825
O 1.8452 -0.5346 -0.5073
H -1.1633 -0.9141 -0.6854
H -0.5491 -2.5402 -0.7499
H 0.3375 -0.6349 1.4751
H 0.0141 -2.3242 1.5920
H 1.4901 -0.1582 -2.8200
H -0.1832 -0.6349 -2.9157
H 1.1452 2.5171 -0.3110
H -0.0502 2.8260 0.5924
O 0.3331 3.0364 -0.2945
H -0.0143 1.0922 1.9089
H -1.3893 1.6328 1.6201
O -0.5309 1.9040 1.9837

How is the electron density shared among the atoms? According to Mulliken, the charges in e are: atom 1 (C): -0.60, atom 2 (C): -0.80, atom 3 (S): -0.60, atom 4 (C): 0.58, atom 5 (N): -0.39, atom 6 (O): -0.66, atom 7 (H): 0.27, atom 8 (H): 0.42, atom 9 (H): 0.16, atom 10 (H): 0.26, atom 11 (H): 0.24, atom 12 (H): 0.18, atom 13 (H): 0.28, atom 14 (H): 0.45, atom 15 (O): -0.70, atom 16 (H): 0.31, atom 17 (H): 0.32, atom 18 (O): -0.73

Of them, #B has the highest stability.

#A
Formula: C4H9N4
Source: the OMol25 dataset
Level of theory: wB97M-V/def2-TZVPD

Computed properties:
LUMO (spin up / spin down) in eV: -5.52 / -5.52
Multiplicity: 1
Total charge: +1
SMILES: [H]/N=N/N=C\[NH+]=C/CC

Geometry (Å):
C 0.8424 -1.0778 2.2138
C 1.1135 0.3633 0.2660
C -0.2140 0.3040 -1.9095
C -0.2640 0.1720 -0.3842
N -0.4683 -1.1413 2.3458
N -1.5772 -0.6913 2.4754
N -2.5821 -0.8165 1.7850
N 1.5126 -0.1891 1.3608
H 1.3760 -1.8053 2.7830
H 1.6550 0.8053 -0.5252
H -1.2959 0.2459 -2.3216
H 0.3315 -0.4369 -2.4504
H 0.2054 1.3365 -2.2218
H -0.5121 -0.8378 -0.2839
H -1.0364 0.8753 -0.0915
H -3.3126 -0.1265 2.0285
H 2.4599 -0.0892 1.6819

How is the electron density shared among the atoms? According to Mulliken, the charges in e are: atom 1 (C): -0.18, atom 2 (C): 0.05, atom 3 (C): -1.49, atom 4 (C): -0.37, atom 5 (N): 0.07, atom 6 (N): 0.10, atom 7 (N): -0.43, atom 8 (N): -0.04, atom 9 (H): 0.39, atom 10 (H): 0.47, atom 11 (H): 0.36, atom 12 (H): 0.41, atom 13 (H): 0.37, atom 14 (H): 0.42, atom 15 (H): 0.30, atom 16 (H): 0.28, atom 17 (H): 0.32

#B
Formula: C4H9N4
Source: the OMol25 dataset
Level of theory: wB97M-V/def2-TZVPD

Computed properties:
LUMO in eV: -4.12
Multiplicity: 1
Total charge: +1

Geometry (Å):
C -1.6251 0.3252 -0.0834
C -0.9185 -0.8524 0.1611
C 0.2536 0.8738 -0.5276
C 0.5009 -0.2837 0.4654
N -2.7233 0.7848 0.2004
N -1.1308 -1.9660 -0.3476
N 0.6288 2.1483 -0.1593
N 1.5446 -1.2771 0.1941
H 0.3407 0.5374 -1.5000
H 0.5431 0.2841 1.3920
H -3.0315 1.6907 -0.0113
H -0.4454 -2.6554 -0.1713
H 0.7966 2.3364 0.7581
H 0.0458 2.8254 -0.4955
H 2.5503 -0.8548 0.0834
H 1.2558 -1.7557 -0.6980
H 1.4144 -2.1610 0.7395

How is the electron density shared among the atoms? According to Mulliken, the charges in e are: atom 1 (C): 0.24, atom 2 (C): 0.55, atom 3 (C): -0.38, atom 4 (C): -0.36, atom 5 (N): -0.49, atom 6 (N): -0.62, atom 7 (N): -0.48, atom 8 (N): -0.38, atom 9 (H): 0.42, atom 10 (H): 0.41, atom 11 (H): 0.27, atom 12 (H): 0.22, atom 13 (H): 0.19, atom 14 (H): 0.25, atom 15 (H): 0.39, atom 16 (H): 0.41, atom 17 (H): 0.36

Of them, #B has the highest stability.